1.
Below is the molecule C5H7NO, with properties calculated with wB97M-V/def2-TZVPD.

Last column: Löwdin charge in e.
CARTESIAN COORDINATES (ANGSTROEM)
C  -1.52  -1.12  -0.01  -0.10
C  -0.52  -0.07  0.47  -0.40
C  0.93  -0.41  0.12  -0.12
C  1.67  0.83  -0.25  -0.25
O  2.84  1.01  -0.36  0.12
C  -0.89  1.34  -0.06  -0.05
N  0.21  1.89  -0.43  0.07
H  -2.54  -0.82  0.27  0.07
H  -1.32  -2.10  0.43  0.08
H  -1.49  -1.22  -1.10  0.08
H  -0.61  0.01  1.56  0.13
H  1.47  -0.88  0.94  0.13
H  0.99  -1.06  -0.76  0.14
H  0.78  2.60  -0.83  0.09

HOMO ... -0.2959 hartree
ΔE to the lowest compared entry with this formula, charge and spin ... 311.6 kJ/mol

***

2.
Below is the molecule C5H7NO, with properties calculated with wB97M-V/def2-TZVPD.

Last column: Löwdin charge in e.
CARTESIAN COORDINATES (ANGSTROEM)
C  1.88  0.06  -0.03  -0.07
C  0.40  0.46  0.06  -0.35
C  -0.45  -0.15  -1.02  -0.08
C  -1.75  -0.31  -0.91  -0.19
N  -2.98  -0.36  -0.89  0.15
O  -1.27  -0.21  1.67  0.06
C  -0.17  0.22  1.45  -0.22
H  2.47  0.52  0.77  0.08
H  2.03  -1.03  0.01  0.09
H  2.30  0.41  -0.98  0.08
H  0.02  -0.46  -1.95  0.11
H  -3.36  -1.19  -0.43  0.08
H  0.39  1.56  -0.04  0.15
H  0.50  0.50  2.29  0.13

SMILES string ... C[C@H](C=O)C=C=N
HOMO ... -0.3228 hartree
ΔE to the lowest compared entry with this formula, charge and spin ... 178.0 kJ/mol

***

3.
Below is the molecule C5H7NO, with properties calculated with wB97M-V/def2-TZVPD.

Last column: Löwdin charge in e.
CARTESIAN COORDINATES (ANGSTROEM)
C  0.23  1.14  -1.60  0.00
C  0.32  0.67  -0.18  -0.36
C  -0.47  -0.55  0.40  -0.37
N  -0.95  -1.52  -0.56  0.04
C  0.19  -0.86  1.70  -0.09
C  0.84  -0.02  2.31  0.10
O  1.00  1.32  0.58  0.04
H  1.21  0.98  -2.06  0.10
H  -0.55  0.66  -2.19  0.07
H  0.09  2.23  -1.55  0.09
H  -1.63  -2.11  -0.10  0.08
H  -0.22  -2.13  -0.90  0.08
H  -1.35  -0.08  0.84  0.15
H  1.37  0.65  2.95  0.06

SMILES string ... C#C[C@H](N)C(C)=O
HOMO ... -0.3413 hartree
ΔE to the lowest compared entry with this formula, charge and spin ... 346.6 kJ/mol

***

4.
Below is the molecule C5H7NO, with properties calculated with wB97M-V/def2-TZVPD.

Last column: Löwdin charge in e.
CARTESIAN COORDINATES (ANGSTROEM)
C  0.29  -1.11  1.44  0.00
C  -0.20  -0.02  0.53  -0.39
N  -1.52  0.57  0.31  0.12
C  -0.89  -0.13  -0.80  -0.22
C  0.25  0.61  -1.50  -0.03
C  0.82  0.90  -0.10  -0.35
O  1.75  1.51  0.34  0.12
H  1.31  -1.32  1.08  0.09
H  -0.29  -2.03  1.34  0.08
H  0.38  -0.82  2.49  0.08
H  -1.51  1.58  0.22  0.11
H  -1.42  -1.00  -1.18  0.14
H  0.10  1.41  -2.23  0.11
H  0.92  -0.15  -1.93  0.13

SMILES string ... C[C@]12N[C@H]1CC2=O
HOMO ... -0.3440 hartree
ΔE to the lowest compared entry with this formula, charge and spin ... 220.8 kJ/mol

***

5.
Below is the molecule C5H7NO, with properties calculated with wB97M-V/def2-TZVPD.

Last column: Löwdin charge in e.
CARTESIAN COORDINATES (ANGSTROEM)
C  1.09  1.54  0.41  -0.05
C  0.66  0.17  -0.13  -0.29
C  1.08  -0.92  0.75  -0.21
N  1.41  -1.77  1.46  0.16
C  -0.87  0.12  -0.42  -0.41
O  -1.46  1.16  -0.62  0.10
C  -1.54  -1.22  -0.48  -0.01
H  0.62  1.73  1.37  0.09
H  2.18  1.56  0.54  0.09
H  0.78  2.32  -0.28  0.08
H  1.14  0.00  -1.11  0.16
H  -2.61  -1.08  -0.62  0.09
H  -1.35  -1.80  0.44  0.08
H  -1.13  -1.81  -1.31  0.10

SMILES string ... CC(=O)[C@@H](C)C#N
HOMO ... -0.3782 hartree
ΔE to the lowest compared entry with this formula, charge and spin ... 46.3 kJ/mol

***

6.
Below is the molecule C5H7NO, with properties calculated with wB97M-V/def2-TZVPD.

Last column: Löwdin charge in e.
CARTESIAN COORDINATES (ANGSTROEM)
C  0.12  -1.85  -0.43  -0.15
C  1.20  0.71  -0.19  -0.05
C  -0.05  -0.04  1.34  -0.15
C  -0.14  -0.45  -0.09  -0.38
C  -1.18  0.32  -0.78  -0.06
N  0.48  -2.88  -0.82  0.15
O  0.81  1.10  1.13  -0.16
H  2.26  0.28  -0.19  0.13
H  1.14  1.48  -1.01  0.12
H  -0.94  0.36  1.90  0.14
H  0.63  -0.72  1.97  0.15
H  -1.18  1.28  -0.35  0.08
H  -2.17  -0.06  -0.68  0.09
H  -0.97  0.48  -1.79  0.08

SMILES string ... CC1(C#N)COC1
HOMO ... -0.3747 hartree
ΔE to the lowest compared entry with this formula, charge and spin ... 265.7 kJ/mol

***

7.
Below is a structure of composition C5H7NO2, with properties calculated with wB97M-V/def2-TZVPD.

Last column: Löwdin charge in e.
CARTESIAN COORDINATES (ANGSTROEM)
C  1.53  1.92  -0.78  -0.02
C  0.73  0.95  -0.01  -0.32
C  -0.85  0.44  -0.42  -0.46
C  -0.79  -1.87  0.50  -0.15
C  -0.86  -0.53  0.80  -0.11
O  -0.81  -2.81  1.44  0.06
N  0.94  0.22  0.95  0.25
O  -0.93  -0.07  -1.58  -0.05
H  -0.70  -3.69  1.06  0.12
H  -1.45  1.34  -0.18  0.15
H  -0.64  -2.16  -0.54  0.13
H  -1.29  -0.24  1.75  0.13
H  2.58  1.94  -0.48  0.08
H  1.45  1.65  -1.84  0.09
H  1.09  2.92  -0.67  0.09

HOMO (alpha / beta) ... -0.2967 / -0.2939 hartree
ΔE to the lowest compared entry with this formula, charge and spin ... 481.0 kJ/mol

***

8.
Below is the molecule C5H7NO2, with properties calculated with wB97M-V/def2-TZVPD.

Last column: Löwdin charge in e.
CARTESIAN COORDINATES (ANGSTROEM)
C  -2.28  -0.59  -0.64  -0.06
C  -0.97  -0.17  -0.84  -0.15
C  -0.42  -0.29  0.50  -0.30
C  -0.11  0.27  -2.00  -0.06
C  1.06  -0.24  2.32  -0.07
N  -1.37  -0.71  1.33  0.08
O  -2.50  -0.86  0.64  -0.03
O  0.78  0.07  0.98  -0.04
H  -3.10  -0.64  -1.33  0.13
H  0.89  -0.29  -1.98  0.10
H  -0.41  0.25  -3.06  0.07
H  0.22  1.33  -1.98  0.08
H  1.57  0.53  2.76  0.06
H  1.46  -1.20  2.58  0.09
H  0.04  -0.24  2.75  0.08

SMILES string ... COc1nocc1C
HOMO ... -0.3482 hartree
ΔE to the lowest compared entry with this formula, charge and spin ... 266.2 kJ/mol

***

9.
Below is a structure of composition C5H7NO2, with properties calculated with wB97M-V/def2-TZVPD.

Last column: Löwdin charge in e.
CARTESIAN COORDINATES (ANGSTROEM)
C  -2.10  1.45  -0.45  -0.06
C  -1.51  0.08  -0.24  -0.23
C  -2.19  -1.06  0.11  0.09
C  0.10  0.17  -0.08  -0.19
C  1.87  -0.87  0.47  -0.31
H  -1.71  1.84  -1.37  0.08
H  -3.18  1.16  -0.50  0.09
H  -2.02  2.26  0.24  0.07
H  -1.68  -2.05  0.16  0.10
H  -3.15  -0.82  -0.14  0.03
H  1.49  -1.02  1.77  0.21
H  2.83  -1.53  0.01  0.19
N  1.01  1.09  0.30  0.12
O  2.25  0.39  0.07  -0.12
O  0.67  -1.16  -0.21  -0.07

HOMO ... -0.3553 hartree
ΔE to the lowest compared entry with this formula, charge and spin ... 533.5 kJ/mol

***

10.
Below is a structure of composition C5H7NO2, with properties calculated with wB97M-V/def2-TZVPD.

Last column: Löwdin charge in e.
CARTESIAN COORDINATES (ANGSTROEM)
C  2.69  -0.35  -0.31  -0.05
C  1.45  0.43  -0.14  -0.48
C  -0.16  -1.35  0.53  -0.15
C  -0.89  -0.15  0.44  -0.27
C  -2.12  -0.17  -0.42  -0.16
H  2.61  -1.47  -1.15  0.20
H  3.62  0.40  -0.42  0.11
H  2.71  -0.79  0.93  0.16
H  -0.60  -2.31  0.08  0.15
H  0.55  -1.56  1.23  0.08
H  -0.87  0.57  1.31  0.18
H  -2.19  -0.93  -1.15  0.12
N  0.20  -0.38  -0.37  -0.01
O  1.29  1.60  0.23  0.06
O  -2.92  0.68  -0.08  0.06

HOMO ... -0.3524 hartree
ΔE to the lowest compared entry with this formula, charge and spin ... 425.1 kJ/mol

***

11.
Below is a cluster of 2 separate species, C5H7NO2S in total, with properties calculated with wB97M-V/def2-TZVPD.

Last column: Löwdin charge in e.
CARTESIAN COORDINATES (ANGSTROEM)
C  -1.65  -2.24  -0.40  0.17
C  -1.29  -1.16  0.08  -0.19
C  -0.78  -0.34  2.26  0.06
C  -1.13  -0.07  0.92  -0.27
C  1.56  0.38  0.03  -0.38
N  0.39  0.99  -2.26  -0.19
O  1.52  2.82  -0.97  -0.51
O  1.82  -0.58  -0.58  0.03
S  0.51  1.77  -0.82  0.82
H  -1.57  -3.10  -0.90  0.00
H  -0.81  0.40  3.09  0.07
H  -0.15  -1.26  2.38  0.09
H  -1.45  0.93  0.62  0.07
H  1.81  0.51  1.12  0.11
H  -0.18  0.19  -2.10  0.02
H  1.40  0.75  -2.47  0.09

HOMO ... -0.3299 hartree
ΔE to the lowest compared entry with this formula, charge and spin ... 491.5 kJ/mol

***

12.
Below is a structure of composition C5H7NO2S, with properties calculated with wB97M-V/def2-TZVPD.

Last column: Löwdin charge in e.
CARTESIAN COORDINATES (ANGSTROEM)
C  2.05  -0.17  0.07  -0.46
C  -0.15  0.33  1.26  -0.14
C  -1.63  -0.07  -0.58  -0.22
C  -1.21  1.03  0.37  -0.44
C  0.63  0.27  -0.03  -0.64
N  -0.32  -0.74  -0.76  -0.03
O  2.20  -1.52  -0.22  0.09
O  3.04  0.45  0.37  0.13
S  0.16  1.93  -0.53  0.98
H  0.50  0.94  1.92  0.13
H  -0.52  -0.48  1.75  0.09
H  -2.34  -0.78  -0.29  0.10
H  -1.90  0.24  -1.58  0.11
H  -2.14  1.50  0.66  0.11
H  1.58  -2.04  -0.73  0.09
H  0.04  -0.88  -1.68  0.10

HOMO ... -0.3378 hartree
ΔE to the lowest compared entry with this formula, charge and spin ... 157.8 kJ/mol